Entry 1:
70
Properties=species:S:1:pos:R:3:nbo_charge:R:1 method="wB97M-V/def2-TZVPD" gap_ha="0.210 / 0.227" e_tot_ha=-4037.59307 multiplicity=1 lumo_energy_ev="-2.41 / -1.95"
Sn 10.272 8.213 16.708 1.5372
O 11.646 10.591 11.390 -0.6613
C 12.790 10.506 12.055 0.3677
C 13.959 10.562 11.310 -0.2715
C 15.231 10.426 11.833 -0.1597
C 15.324 10.078 13.193 -0.2973
C 14.196 9.963 13.949 -0.0828
C 12.916 10.263 13.442 -0.2665
C 11.697 10.203 14.320 0.6518
O 11.674 9.880 15.509 -0.6414
N 10.551 10.628 13.675 -0.3036
N 9.538 10.647 14.460 -0.0309
C 8.974 11.560 15.107 0.1058
C 7.686 11.338 15.851 0.1217
C 7.010 12.581 16.215 -0.2337
C 6.336 12.675 17.349 -0.1680
C 6.402 11.702 18.403 -0.2296
C 7.169 10.610 18.265 -0.1658
C 7.901 10.267 17.010 0.5139
O 9.131 9.832 17.210 -0.9308
H 10.912 10.562 12.018 0.5042
H 13.863 10.799 10.244 0.2263
H 16.090 10.602 11.199 0.2167
H 16.295 9.958 13.620 0.2166
H 14.302 9.760 15.065 0.2386
H 9.451 12.525 15.164 0.2016
H 6.833 13.359 15.469 0.2149
H 5.750 13.577 17.503 0.2130
H 5.835 11.937 19.295 0.2182
H 7.294 9.855 19.066 0.2238
Cl 13.089 6.316 23.487 -0.0144
C 12.747 7.137 21.964 -0.0777
C 13.713 7.702 21.108 -0.1904
C 13.353 8.209 19.874 -0.1302
Cl 14.561 8.740 18.762 0.0270
C 12.025 8.157 19.375 0.4763
O 11.710 8.592 18.198 -0.8613
C 11.106 7.525 20.241 -0.2994
C 9.724 7.280 19.862 0.4627
O 9.247 7.464 18.772 -0.6204
C 11.458 7.059 21.535 -0.1584
H 14.764 7.670 21.423 0.2443
H 9.069 6.878 20.597 0.1324
H 10.741 6.602 22.197 0.2253
N 14.731 8.154 8.260 -0.7990
C 14.159 7.642 9.432 0.2010
C 12.851 7.130 9.339 -0.2691
C 12.204 6.699 10.460 -0.1595
C 12.865 6.752 11.669 -0.3366
C 14.151 7.264 11.835 -0.1681
C 14.831 7.679 10.697 -0.2611
S 11.937 6.209 13.040 2.3059
O 12.796 6.250 14.174 -0.9308
O 11.335 4.965 12.653 -0.9572
N 10.757 7.324 13.316 -0.7087
C 9.572 6.942 13.656 0.2816
S 8.902 5.240 13.731 0.4287
C 7.386 5.841 14.276 -0.3711
C 7.454 7.233 14.343 0.0286
N 8.624 7.827 14.065 -0.4448
H 14.396 7.700 7.404 0.3883
H 15.736 8.260 8.361 0.3804
H 12.357 7.079 8.346 0.2134
H 11.188 6.360 10.387 0.2330
H 14.636 7.275 12.803 0.2558
H 15.825 8.076 10.769 0.2157
H 6.530 5.243 14.461 0.2449
H 6.567 7.812 14.644 0.2419
O 7.017 9.322 16.225 -0.2990
O 6.773 10.397 15.261 -0.2593

***

Entry 2:
29
Properties=species:S:1:pos:R:3:nbo_charge:R:1 method="wB97M-V/def2-TZVPD" gap_ha=0.355 e_tot_ha=-773.79114 multiplicity=1 smiles="CC1=NCC=N[C@@H]1F.FC1=CCOCC1" lumo_energy_ev=0.64
C 1.529 1.748 1.033 -0.6995
C 1.319 0.430 0.511 0.3044
N 0.802 -0.487 1.238 -0.4706
C 0.934 -1.924 1.119 -0.3161
C 2.186 -2.182 0.390 0.1271
N 2.745 -1.397 -0.411 -0.4076
C 2.096 -0.202 -0.762 0.2540
F 3.111 0.633 -1.202 -0.3604
H 1.783 2.561 0.328 0.2507
H 2.379 1.818 1.673 0.2535
H 0.645 1.998 1.717 0.2444
H 0.932 -2.470 2.216 0.2280
H 0.172 -2.375 0.495 0.2323
H 2.656 -3.145 0.647 0.1773
H 1.427 -0.384 -1.602 0.1830
F -0.043 2.180 -1.295 -0.3357
C -0.789 1.158 -0.850 0.4340
C -0.977 0.129 -1.661 -0.3477
C -1.820 -1.006 -1.258 -0.0854
O -2.720 -0.748 -0.164 -0.5356
C -2.871 0.573 0.273 -0.0357
C -1.551 1.319 0.447 -0.5559
H -0.621 0.132 -2.666 0.2314
H -2.411 -1.320 -2.124 0.1953
H -1.147 -1.820 -0.787 0.1825
H -3.396 0.501 1.169 0.1934
H -3.599 1.165 -0.489 0.1421
H -1.776 2.400 0.678 0.2450
H -0.992 0.713 1.337 0.2720